78
Properties=species:S:1:pos:R:3:lowdin_charge:R:1 method="wB97M-V/def2-TZVPD" energy_ha=-4929.15718 total_charge=+1 e_above_lowest_kj_mol=0.0 gap_ev=7.063
O 4.416 -0.041 1.939 0.101
C 3.643 -0.915 1.913 -0.112
Co 2.386 -2.155 1.758 0.008
C 3.271 -3.676 1.462 -0.118
O 3.831 -4.657 1.215 0.158
C 2.043 -2.674 3.389 -0.150
O 1.741 -2.967 4.466 0.158
C 0.638 -1.144 1.763 -0.233
C 0.654 0.220 1.514 -0.173
C 0.547 1.485 2.238 -0.150
C -0.807 2.267 1.928 -0.187
C -1.724 2.493 2.951 -0.028
C -2.909 3.215 2.692 -0.057
C -3.245 3.581 1.399 -0.066
C -2.373 3.258 0.372 -0.057
C -1.151 2.622 0.624 -0.052
Co 1.066 -0.726 0.056 0.014
C 1.420 0.525 -1.086 -0.167
O 1.635 1.346 -1.892 0.117
C 2.514 -1.753 -0.436 -0.243
O 3.283 -2.041 -1.271 0.118
P -0.495 -1.591 -1.173 1.119
C -1.100 -0.481 -2.533 -0.325
C -2.370 0.114 -2.532 -0.068
C -2.704 1.060 -3.510 -0.071
C -1.818 1.313 -4.566 -0.072
C -0.559 0.719 -4.580 -0.065
C -0.191 -0.149 -3.551 -0.131
C -0.036 -3.143 -2.056 -0.344
C -0.376 -3.375 -3.396 -0.077
C 0.060 -4.542 -4.036 -0.060
C 0.804 -5.488 -3.324 -0.070
C 1.078 -5.300 -1.971 -0.063
C 0.637 -4.141 -1.326 -0.105
C -2.033 -2.116 -0.302 -0.316
C -2.655 -3.355 -0.533 -0.058
C -3.862 -3.660 0.099 -0.064
C -4.440 -2.746 0.981 -0.069
C -3.822 -1.514 1.226 -0.070
C -2.585 -1.233 0.644 -0.113
H -0.119 -1.752 2.290 0.090
H 0.369 1.150 3.278 0.145
H -1.499 2.174 3.973 0.119
H -3.551 3.480 3.528 0.112
H -4.211 4.037 1.182 0.119
H -2.614 3.519 -0.638 0.104
H -0.437 2.413 -0.188 0.106
H -3.101 -0.166 -1.769 0.102
H -3.655 1.583 -3.453 0.106
H -2.111 1.979 -5.380 0.111
H 0.154 0.930 -5.380 0.115
H 0.810 -0.596 -3.562 0.118
H -0.980 -2.650 -3.942 0.106
H -0.191 -4.701 -5.082 0.109
H 1.160 -6.387 -3.830 0.111
H 1.635 -6.049 -1.402 0.114
H 0.794 -4.020 -0.252 0.096
H -2.192 -4.081 -1.205 0.106
H -4.350 -4.612 -0.108 0.112
H -5.372 -2.991 1.486 0.109
H -4.292 -0.767 1.864 0.106
H -2.042 -0.326 0.927 0.090
C 1.495 4.746 1.901 -0.033
C 2.447 3.576 1.710 -0.529
C 2.618 3.376 0.208 -0.035
C 3.806 3.920 2.401 -0.024
N 1.924 2.244 2.379 0.177
H 1.364 4.988 2.969 0.100
H 1.963 5.624 1.417 0.110
H 0.536 4.542 1.398 0.080
H 3.260 2.512 -0.040 0.095
H 1.625 3.293 -0.269 0.073
H 3.113 4.277 -0.211 0.113
H 4.552 3.097 2.303 0.098
H 4.264 4.815 1.922 0.109
H 3.627 4.194 3.466 0.098
H 2.684 1.569 2.167 0.128
H 2.107 2.425 3.385 0.177



83
Properties=species:S:1:pos:R:3:lowdin_charge:R:1 method="wB97M-V/def2-TZVPD" energy_ha=-3953.03505 total_charge=+1 e_above_lowest_kj_mol=74.4 gap_ev=6.442
Pd 0.007 0.239 0.138 0.462
O 3.005 0.352 2.925 0.065
C 2.017 0.905 2.467 -0.604
O 1.711 0.842 1.209 -0.230
C 1.171 1.767 3.366 -0.122
C 1.755 2.208 4.551 0.005
C 1.103 3.116 5.364 -0.038
C -0.147 3.602 5.004 -0.047
C -0.751 3.154 3.844 -0.082
C -0.103 2.222 3.028 -0.286
P -1.070 1.682 1.600 1.033
C -2.624 1.030 2.253 -0.376
C -3.693 0.772 1.394 -0.109
C -4.844 0.168 1.869 -0.054
C -4.934 -0.200 3.205 -0.053
C -3.872 0.041 4.062 -0.051
C -2.719 0.650 3.591 -0.088
C -1.402 3.252 0.760 -0.350
C -2.663 3.836 0.700 -0.075
C -2.816 5.084 0.112 -0.060
C -1.717 5.751 -0.409 -0.060
C -0.452 5.177 -0.337 -0.059
C -0.296 3.932 0.246 -0.095
H 2.736 1.832 4.802 0.125
H 1.573 3.462 6.276 0.116
H -0.654 4.325 5.628 0.115
H -1.737 3.520 3.581 0.118
H -3.636 1.051 0.351 0.084
H -5.669 -0.021 1.197 0.114
H -5.831 -0.680 3.573 0.114
H -3.933 -0.254 5.101 0.115
H -1.895 0.815 4.272 0.108
H -3.523 3.335 1.126 0.102
H -3.796 5.541 0.072 0.112
H -1.840 6.727 -0.859 0.112
H 0.408 5.703 -0.732 0.116
H 0.694 3.491 0.322 0.111
S -1.906 -3.802 1.088 0.644
C -1.306 -2.335 0.779 -1.785
S -0.370 -1.316 1.821 0.655
S -1.433 -1.449 -0.698 0.602
C 2.143 -2.530 -5.636 -0.042
C 2.317 -1.108 -5.183 -0.282
C 1.406 -0.119 -5.528 -0.025
C 1.549 1.196 -5.102 -0.020
C 2.617 1.540 -4.286 -0.254
N 2.855 2.844 -3.778 0.141
C 2.117 3.997 -3.805 -0.516
O 2.640 5.086 -3.709 0.089
N 0.726 3.907 -3.962 0.142
C -0.172 3.070 -3.304 -0.230
C -1.531 3.193 -3.572 0.022
C -2.431 2.392 -2.897 -0.020
C -1.965 1.502 -1.950 -0.173
N -0.664 1.396 -1.672 -0.060
C 0.215 2.141 -2.341 -0.093
C 3.551 0.563 -3.949 -0.056
C 3.405 -0.734 -4.398 -0.062
H 1.329 -2.617 -6.354 0.078
H 1.918 -3.185 -4.793 0.083
H 3.051 -2.907 -6.110 0.085
H 0.565 -0.371 -6.162 0.117
H 0.841 1.941 -5.435 0.109
H 3.822 3.057 -3.587 0.153
H 0.353 4.796 -4.259 0.155
H -1.875 3.911 -4.307 0.130
H -3.491 2.458 -3.097 0.121
H -2.627 0.829 -1.425 0.053
H 1.255 2.001 -2.082 0.099
H 4.401 0.827 -3.328 0.108
H 4.149 -1.474 -4.125 0.121
S 1.498 -0.905 -1.380 0.686
C 2.901 -1.065 -0.371 -0.748
N 3.989 -0.316 -0.435 0.065
C 4.967 -0.688 0.594 -0.095
C 4.314 -1.927 1.247 -0.095
N 3.060 -2.046 0.496 0.069
H 3.955 0.582 -0.885 0.137
H 5.081 0.119 1.314 0.116
H 5.928 -0.918 0.137 0.120
H 4.102 -1.751 2.298 0.109
H 4.915 -2.826 1.125 0.122
H 2.291 -2.648 0.740 0.138



95
Properties=species:S:1:pos:R:3:lowdin_charge:R:1 method="wB97M-V/def2-TZVPD" energy_ha=-9471.76918 total_charge=0 e_above_lowest_kj_mol=60.4 gap_ev=6.061
Ti 0.113 -2.143 1.682 1.038
C -0.441 -0.501 5.758 0.022
C 0.033 -1.195 4.529 -0.223
N -0.761 -1.431 3.549 -0.013
O -1.980 -0.872 3.702 0.067
B -3.171 -1.435 2.989 -1.085
F -3.505 -2.666 3.551 0.155
F -4.160 -0.502 3.075 0.191
O -2.876 -1.647 1.518 0.036
N -1.961 -2.640 1.401 -0.118
C -2.350 -3.822 1.109 -0.249
C -3.758 -4.230 0.883 0.025
C -1.218 -4.776 1.026 -0.211
N -0.098 -4.199 1.237 -0.069
O 1.028 -4.933 1.329 0.094
B 1.646 -4.674 2.672 -1.045
F 1.172 -5.567 3.596 0.190
F 2.997 -4.626 2.556 0.211
O 1.067 -3.266 3.088 -0.141
N 2.008 -2.449 3.730 0.161
C 1.485 -1.475 4.370 -0.254
C 2.445 -0.520 5.007 -0.007
C -1.348 -6.240 0.813 0.039
H -1.433 -0.859 6.020 0.101
H -0.529 0.569 5.544 0.117
H 0.247 -0.645 6.586 0.084
H -4.401 -3.356 0.876 0.096
H -4.079 -4.889 1.691 0.110
H -3.845 -4.771 -0.061 0.101
H 3.460 -0.794 4.734 0.086
H 2.348 -0.522 6.092 0.084
H 2.236 0.489 4.645 0.098
H -2.386 -6.557 0.855 0.084
H -0.763 -6.764 1.569 0.105
H -0.929 -6.505 -0.160 0.111
Se 0.991 5.129 1.357 0.298
P 0.392 3.729 -0.075 0.498
C 1.493 3.712 -1.520 -0.353
C 2.839 4.009 -1.325 -0.106
C 3.706 4.041 -2.405 -0.074
C 3.235 3.779 -3.685 -0.079
C 1.893 3.494 -3.886 -0.073
C 1.023 3.467 -2.804 -0.103
C -1.270 4.047 -0.722 -0.356
C -2.370 3.339 -0.253 -0.076
C -3.650 3.705 -0.648 -0.080
C -3.834 4.770 -1.514 -0.079
C -2.736 5.484 -1.981 -0.072
C -1.460 5.132 -1.578 -0.096
C 0.305 2.030 0.589 -0.390
C 0.067 0.735 0.117 -0.379
N -0.014 -0.048 1.222 -0.115
N 0.197 0.711 2.293 -0.002
N 0.378 1.945 1.936 0.025
P -0.086 -0.108 -1.452 0.735
Se -0.419 -2.192 -1.028 0.701
C -1.514 0.528 -2.345 -0.342
C -1.424 1.194 -3.561 -0.092
C -2.578 1.663 -4.175 -0.061
C -3.812 1.456 -3.581 -0.066
C -3.904 0.774 -2.372 -0.070
C -2.760 0.308 -1.753 -0.096
C 1.424 0.046 -2.406 -0.351
C 1.449 -0.468 -3.702 -0.095
C 2.650 -0.552 -4.384 -0.061
C 3.828 -0.147 -3.767 -0.060
C 3.803 0.349 -2.474 -0.063
C 2.602 0.448 -1.789 -0.099
H 3.189 4.243 -0.327 0.071
H 4.750 4.278 -2.249 0.108
H 3.914 3.807 -4.528 0.106
H 1.520 3.306 -4.885 0.107
H -0.030 3.281 -2.963 0.081
H -2.237 2.513 0.436 0.108
H -4.503 3.155 -0.270 0.109
H -4.833 5.055 -1.818 0.104
H -2.878 6.326 -2.646 0.105
H -0.608 5.711 -1.914 0.113
H -0.461 1.346 -4.030 0.089
H -2.509 2.188 -5.119 0.110
H -4.709 1.824 -4.062 0.110
H -4.868 0.611 -1.910 0.114
H -2.828 -0.229 -0.811 0.096
H 0.540 -0.830 -4.167 0.111
H 2.671 -0.955 -5.388 0.108
H 4.768 -0.230 -4.296 0.109
H 4.719 0.658 -1.988 0.113
H 2.594 0.818 -0.772 0.058
Cl 3.944 0.031 1.394 0.630
C 4.132 -1.724 1.108 -0.432
C 2.935 -2.268 0.357 -0.623
O 3.028 -2.894 -0.658 0.126
O 1.796 -2.025 1.008 -0.251
H 5.030 -1.883 0.522 0.086
H 4.196 -2.211 2.079 0.075



89
Properties=species:S:1:pos:R:3:lowdin_charge:R:1 method="wB97M-V/def2-TZVPD" energy_ha=-2647.85123 total_charge=+1 gap_ev=6.718
C 3.050 -0.867 1.279 -0.047
O 2.061 0.198 1.199 -0.023
B 1.190 -0.064 0.116 -0.559
O 1.689 0.180 -1.162 0.181
C -0.262 -0.664 0.469 0.011
C -1.386 0.266 0.738 0.069
C -2.690 -0.355 1.100 0.030
C -2.772 -1.817 1.157 -0.008
N -1.683 -2.617 0.895 0.093
C -0.444 -2.124 0.552 0.056
H 2.592 -1.847 1.609 0.081
H 3.809 -0.604 2.073 0.099
H 3.582 -0.990 0.297 0.112
H 0.991 0.405 -1.803 0.121
H -1.280 1.381 0.715 0.138
H -3.557 0.313 1.326 0.121
H -3.723 -2.315 1.455 0.129
H -1.787 -3.634 0.977 0.183
H 0.447 -2.783 0.365 0.139
C -4.797 -2.106 -5.055 -0.055
C -5.618 -1.115 -4.531 -0.050
C -5.918 -1.105 -3.177 -0.005
C -5.385 -2.091 -2.356 -0.146
C -4.568 -3.092 -2.873 -0.013
C -4.276 -3.096 -4.228 -0.066
N -5.678 -2.069 -0.922 -0.338
O -6.409 -1.193 -0.503 0.091
O -5.166 -2.933 -0.218 0.021
H -4.561 -2.107 -6.114 0.113
H -6.023 -0.347 -5.179 0.114
H -6.557 -0.331 -2.781 0.099
H -4.156 -3.865 -2.237 0.113
H -3.639 -3.868 -4.642 0.110
C -6.182 4.704 0.562 -0.064
C -7.222 5.100 -0.269 -0.054
C -7.444 4.438 -1.469 0.009
C -6.620 3.378 -1.822 -0.140
C -5.573 2.979 -1.001 -0.009
C -5.356 3.648 0.195 -0.073
N -6.867 2.660 -3.076 -0.326
O -7.779 3.047 -3.779 0.104
O -6.144 1.710 -3.343 0.038
H -6.014 5.220 1.501 0.112
H -7.862 5.925 0.020 0.114
H -8.257 4.755 -2.109 0.125
H -4.927 2.155 -1.277 0.111
H -4.544 3.344 0.846 0.098
C 4.078 2.224 3.164 -0.071
C 4.607 1.498 4.225 -0.073
C 5.717 1.976 4.909 -0.006
C 6.284 3.183 4.524 -0.145
C 5.766 3.911 3.459 0.014
C 4.658 3.424 2.778 -0.068
N 7.442 3.704 5.260 -0.351
O 7.881 3.030 6.176 0.075
O 7.895 4.781 4.916 0.078
H 3.208 1.852 2.633 0.091
H 4.151 0.560 4.521 0.102
H 6.122 1.404 5.735 0.118
H 6.210 4.850 3.153 0.122
H 4.246 3.981 1.954 0.074
C 4.752 3.646 -4.713 -0.066
C 3.923 4.641 -4.207 -0.063
C 3.620 4.670 -2.853 -0.002
C 4.157 3.700 -2.015 -0.144
C 4.979 2.698 -2.514 0.000
C 5.275 2.674 -3.869 -0.062
N 3.859 3.741 -0.581 -0.323
O 3.118 4.623 -0.178 0.078
O 4.372 2.895 0.132 0.061
H 4.991 3.630 -5.771 0.111
H 3.517 5.396 -4.868 0.111
H 2.975 5.449 -2.468 0.120
H 5.394 1.938 -1.864 0.120
H 5.918 1.899 -4.269 0.111
C 1.579 -8.374 3.359 -0.056
C 2.190 -7.178 3.717 -0.056
C 2.327 -6.161 2.783 -0.002
C 1.844 -6.353 1.494 -0.153
C 1.238 -7.548 1.125 -0.002
C 1.107 -8.561 2.064 -0.056
N 1.964 -5.274 0.511 -0.348
O 2.518 -4.240 0.862 0.043
O 1.501 -5.460 -0.600 0.078
H 1.468 -9.165 4.093 0.115
H 2.557 -7.038 4.726 0.114
H 2.805 -5.234 3.072 0.119
H 0.865 -7.703 0.120 0.121
H 0.635 -9.496 1.790 0.114